1.
ORCA calculation (wB97M-V/def2-TZVPD) on a gas-phase ion, C4H12NO (charge +1).

Computed properties:
Energy relative to the best compared isomer or geometry (same formula, charge and spin) (kJ/mol): 135.01
Highest occupied orbital energy (eV): -15.05
Net charge: +1
Total energy (a.u.): -289.32344
HOMO-LUMO gap (Eh): 0.42898

Structure (XYZ):
```
18
Properties=species:S:1:pos:R:3:forces:R:3
C 0.4189 1.8805 -1.5733 -0.7 0.0 1.2
C -0.0632 0.6228 -0.8209 1.6 0.0 -2.3
N 0.7993 0.3662 0.3889 -1.4 -0.5 0.6
C 0.2967 -0.6664 1.4482 0.0 -0.6 -0.8
C -0.9775 -1.4236 1.0462 -2.0 1.0 -0.8
O -0.9672 -1.9322 -0.2660 0.5 0.5 -0.6
H -0.2974 2.0710 -2.3688 0.0 0.1 0.0
H 0.3735 2.7125 -0.8629 0.1 0.3 -0.4
H 1.4075 1.8108 -2.0108 0.2 -0.2 0.1
H 0.1433 -0.2016 -1.4964 -0.5 -0.3 0.2
H -1.1268 0.6769 -0.6422 0.0 -0.1 0.7
H 1.7328 0.0326 0.1532 -0.1 0.4 -0.5
H 0.9055 1.2763 0.8217 0.2 0.1 0.4
H 0.1748 -0.0915 2.3565 0.0 -0.3 0.3
H 1.1006 -1.3953 1.4756 0.2 0.1 0.6
H -1.8251 -0.7122 1.0089 0.4 0.1 0.2
H -1.4125 -2.1895 1.6919 1.1 0.1 0.8
H -0.6831 -2.8373 -0.3498 0.2 -0.5 0.4
```
Positions in Å, forces in eV/Å.

=====

2.
ORCA calculation (wB97M-V/def2-TZVPD) on 6 unconnected molecules or ions with the total composition C12H36O6S6.

Computed properties:
Energy relative to the best compared isomer or geometry (same formula, charge and spin) (kJ/mol): 14.36
Highest occupied orbital energy (eV): -8.27
Net charge: 0
Total energy (a.u.): -3319.16482
HOMO-LUMO gap (Eh): 0.32150

Structure (XYZ):
```
60
Properties=species:S:1:pos:R:3:forces:R:3
C 0.3845 2.4650 4.1328 0.5 -0.1 -0.5
S -0.9519 3.5328 4.6506 0.2 0.1 0.1
O -1.4933 4.1301 3.4039 -0.2 0.1 -0.1
C -2.0572 2.2320 5.1938 0.3 -0.4 0.0
H 0.6388 1.7001 4.8647 -0.1 0.0 0.1
H 1.2649 3.0859 3.9568 -0.1 0.1 0.1
H 0.1255 2.0173 3.1678 -0.2 -0.1 0.2
H -2.9289 2.7042 5.6357 -0.1 -0.1 0.0
H -1.5057 1.6329 5.9212 -0.2 0.2 0.3
H -2.2976 1.5529 4.3764 -0.2 0.3 -0.1
C 0.9923 -5.1386 -2.0953 -0.3 -0.4 -0.3
S 1.6791 -5.1663 -0.4407 0.3 0.1 -0.1
O 0.9266 -4.1610 0.3502 -0.2 0.0 0.1
C 1.0675 -6.8033 -0.0034 0.4 -0.1 -0.1
H 1.4654 -5.9179 -2.6966 0.1 0.1 0.0
H 1.1375 -4.1653 -2.5579 0.1 0.1 0.1
H -0.0742 -5.3611 -2.0263 0.0 0.1 0.0
H 1.8270 -7.5183 -0.3270 -0.1 0.0 0.0
H 0.1205 -7.0344 -0.4842 -0.1 0.1 0.2
H 1.0045 -6.8272 1.0816 -0.1 0.0 0.0
C -2.3119 -2.1069 -4.5897 0.4 -0.5 0.3
S -1.4724 -1.0062 -3.4358 -0.2 -0.2 0.3
O -0.0494 -0.9058 -3.8449 0.3 -0.2 -0.1
C -2.2573 0.4747 -4.0062 -0.3 0.4 -0.1
H -2.1032 -1.8112 -5.6157 -0.2 0.1 0.0
H -3.3690 -2.1656 -4.3364 -0.1 0.2 -0.2
H -1.8929 -3.0997 -4.4120 0.1 0.1 -0.1
H -2.0506 0.6015 -5.0679 0.1 0.0 0.0
H -1.8543 1.3062 -3.4326 0.0 0.0 0.0
H -3.3315 0.4091 -3.8309 0.0 0.0 0.0
C -4.7362 -0.0824 1.0235 0.3 -0.5 0.5
S -3.6633 1.0279 0.1162 0.4 -0.4 -0.2
O -4.5838 1.9521 -0.5855 -0.4 0.5 -0.4
C -3.0122 1.9570 1.4843 -0.2 0.5 0.2
H -5.0510 0.3709 1.9625 -0.3 0.1 -0.1
H -4.2099 -1.0101 1.2595 0.1 0.1 -0.1
H -5.5633 -0.3066 0.3567 -0.1 0.1 0.1
H -2.4705 2.7953 1.0511 0.1 -0.1 0.0
H -2.3393 1.3884 2.1192 0.0 -0.2 -0.1
H -3.8644 2.3724 2.0263 0.0 -0.1 0.1
C 2.4011 0.2547 1.5947 0.8 0.6 -0.3
S 0.8525 -0.5975 1.3431 -0.1 -0.7 -0.1
O -0.1968 0.4584 1.4516 -0.4 0.4 0.1
C 1.0139 -0.9794 -0.4281 0.9 0.4 0.2
H 3.1701 -0.0296 0.8790 0.0 -0.3 0.1
H 2.8142 0.1105 2.5905 -0.3 -0.1 0.1
H 2.2440 1.3228 1.4312 -0.2 -0.1 0.1
H 2.0418 -0.7341 -0.6902 0.0 -0.1 -0.3
H 0.3632 -0.3156 -0.9893 -0.3 -0.2 0.1
H 0.8743 -2.0420 -0.5931 -0.4 0.0 0.0
C 5.4545 3.3112 -1.8346 0.6 0.0 0.0
S 4.2708 2.3240 -0.9259 -0.3 -0.2 -0.2
O 4.8226 2.0394 0.4227 0.2 0.1 0.2
C 3.0681 3.6461 -0.6889 0.0 -0.2 0.1
H 5.4872 4.3322 -1.4579 -0.1 0.1 -0.1
H 5.2127 3.2391 -2.8941 -0.1 0.3 0.0
H 6.4466 2.8793 -1.7006 -0.1 -0.2 0.1
H 2.8435 4.1609 -1.6205 0.0 0.0 0.0
H 3.5109 4.3113 0.0520 -0.1 0.1 0.0
H 2.1657 3.1873 -0.2874 0.0 0.1 0.0
```
Positions in Å, forces in eV/Å.

=====

3.
ORCA calculation (wB97M-V/def2-TZVPD) on a gas-phase ion, C6H16N2 (charge +1).

Computed properties:
Energy relative to the best compared isomer or geometry (same formula, charge and spin) (kJ/mol): 140.91
Highest occupied orbital energy (spin up / spin down) (eV): -14.02 / -13.91
Net charge: +1
2S+1: 2
Total energy (a.u.): -347.36270
HOMO-LUMO gap (spin up / spin down) (Eh): 0.40521 / 0.22346

Structure (XYZ):
```
24
Properties=species:S:1:pos:R:3:forces:R:3
C 1.9178 -1.7651 -0.3191 -0.9 -0.6 -1.0
N 0.5261 -1.3046 -0.0427 3.2 1.2 1.8
C 0.2978 0.1036 -0.3507 -1.6 -0.8 -2.0
C -1.1835 0.1778 -0.8715 -2.2 -1.8 0.6
C -1.6086 1.5298 -1.3997 0.8 -0.1 0.5
C -2.2467 -0.3091 0.2164 3.5 1.2 1.7
C 0.5013 0.9703 0.8886 1.5 1.1 1.8
N 1.7383 0.5640 1.5944 -1.1 -0.7 -0.6
H 1.9596 -2.7824 -0.7470 -0.4 0.1 0.2
H 2.4962 -1.8494 0.6310 -0.4 0.6 -0.6
H 2.2951 -1.1173 -1.1210 0.4 -0.1 0.8
H 0.3232 -1.5122 0.9553 -0.9 -0.4 -1.0
H 0.9267 0.3767 -1.2322 -0.2 -0.2 1.0
H -1.3393 -0.5988 -1.6688 0.8 0.9 0.3
H -1.9136 2.1879 -0.5723 0.4 0.0 -0.3
H -0.7251 1.9173 -1.9298 -0.8 0.5 -0.3
H -2.5047 1.3644 -1.9990 0.3 0.3 -0.4
H -3.0129 0.4486 0.2661 -0.7 -0.5 0.0
H -1.6923 -0.2290 1.2613 -1.5 -0.4 -1.8
H -2.4934 -1.3420 0.0617 -0.7 -0.2 0.0
H 0.7819 2.0006 0.6373 -0.9 -0.2 -0.7
H -0.3926 0.9916 1.5733 0.8 -0.1 -0.9
H 2.2521 1.3295 1.9958 -0.1 0.0 0.3
H 1.4671 -0.1283 2.2725 0.6 0.1 0.7
```
Positions in Å, forces in eV/Å.

=====

4.
ORCA calculation (wB97M-V/def2-TZVPD) on 5 unconnected molecules or ions with the total composition C35H71FIN6O2P.

Computed properties:
Energy relative to the best compared isomer or geometry (same formula, charge and spin) (kJ/mol): 524.95
Highest occupied orbital energy (eV): -7.84
Net charge: 0
Total energy (a.u.): -2593.75132
HOMO-LUMO gap (Eh): 0.21716

Structure (XYZ):
```
117
Properties=species:S:1:pos:R:3:forces:R:3
N 3.5428 -0.6830 -1.2534 1.5 -0.1 -1.2
P 5.1250 -0.8189 -1.4901 -2.2 0.3 -0.3
C 5.6240 -0.9476 -3.3149 1.7 -0.1 -4.6
C 4.5889 -0.6085 -4.4500 3.2 -0.9 -0.7
C 4.9467 -0.6799 -5.9613 1.2 -0.7 1.6
C 3.8474 -0.2867 -7.0470 1.4 -0.6 -0.1
C 4.3175 1.0827 -7.7347 -0.9 0.4 0.3
C 4.5171 2.3051 -6.7157 1.5 -0.1 -1.0
I 2.6674 3.3379 -6.1781 0.7 -0.6 -0.1
C 6.3635 -1.0872 -6.4251 -1.4 0.2 4.0
C 7.3808 -1.4241 -5.2980 -2.1 0.7 -0.4
C 7.0673 -1.3547 -3.7925 -2.5 0.6 -2.2
C 8.6996 -1.8035 -6.0990 1.4 -0.3 1.7
O 9.7360 -2.4032 -5.7634 -4.0 2.4 -1.2
N 8.4759 -1.3278 -7.5055 -0.9 -1.7 -1.3
F 8.9099 -0.0290 -7.7311 0.6 0.5 0.5
C 7.0197 -1.2299 -7.8644 -1.4 -0.4 0.2
O 6.5288 -1.2962 -9.0031 2.0 0.5 4.4
H 3.0720 -0.6841 -2.1690 0.0 -0.1 0.7
H 5.7539 0.3427 -0.8961 0.4 -1.0 -0.5
H 5.6396 -1.9982 -0.8229 0.3 0.9 -0.5
H 3.5222 -0.2915 -4.1969 1.7 -0.5 -0.3
H 3.8729 -1.1156 -7.8527 -0.1 1.3 1.2
H 2.7957 -0.2715 -6.6112 1.5 0.3 -0.4
H 3.4981 1.3871 -8.4724 1.3 -0.4 0.8
H 5.2932 0.9370 -8.3181 -1.4 0.1 0.9
H 5.0820 2.0346 -5.7592 -1.0 0.3 -1.3
H 5.1593 3.0857 -7.2722 -1.2 -1.1 1.0
H 7.8812 -1.5870 -3.0322 -1.2 0.3 -1.2
C -3.5035 -0.6806 1.8296 0.0 0.1 0.0
C -2.1810 -1.2306 1.3085 -0.1 0.1 0.0
N -1.6894 -0.5509 0.1157 0.0 -0.1 -0.4
C -0.5849 -1.2527 -0.5348 -0.1 -0.3 0.0
C 0.7240 -1.3883 0.2400 0.2 0.1 0.0
C -1.5330 0.8963 0.2168 -0.3 0.1 0.1
C -0.6082 1.4378 1.3066 0.2 0.2 0.0
H -4.2706 -0.6933 1.0505 0.1 0.0 0.0
H -3.8586 -1.2956 2.6608 0.1 0.0 0.0
H -3.4021 0.3415 2.2034 0.0 -0.1 0.0
H -2.3473 -2.2864 1.0688 0.2 0.1 -0.2
H -1.4447 -1.2075 2.1224 0.0 -0.1 0.1
H -0.3757 -0.7804 -1.5016 -0.1 0.2 0.1
H -0.9314 -2.2624 -0.7889 -0.1 0.1 0.1
H 1.2770 -0.4482 0.2648 0.0 -0.2 0.1
H 1.3708 -2.1170 -0.2564 0.0 0.1 0.0
H 0.5719 -1.7336 1.2646 -0.1 0.0 0.0
H -2.5246 1.3377 0.3655 0.0 -0.1 0.0
H -1.2079 1.2947 -0.7507 0.0 -0.3 0.0
H -0.7551 0.9404 2.2680 0.0 0.0 -0.1
H -0.8061 2.5026 1.4588 0.0 0.0 0.0
H 0.4422 1.3488 1.0257 -0.1 -0.1 0.1
C -7.4520 -2.8138 -0.1090 0.1 0.1 0.1
C -8.6776 -2.7531 0.7955 0.2 0.0 0.0
N -8.4407 -3.2587 2.1430 -0.1 -0.3 0.2
C -9.6687 -3.4593 2.9086 -0.1 -0.2 -0.2
C -10.5063 -2.2262 3.2415 -0.2 0.1 0.3
C -7.3428 -2.6413 2.8788 0.3 0.0 -0.2
C -7.3952 -1.1301 3.1009 0.1 0.2 0.2
H -7.0472 -3.8279 -0.1571 0.0 0.1 0.1
H -7.7252 -2.5127 -1.1233 0.0 0.0 0.1
H -6.6618 -2.1377 0.2276 0.0 -0.1 0.0
H -9.4538 -3.3637 0.3219 -0.1 0.0 0.3
H -9.0555 -1.7224 0.8083 0.0 0.1 -0.1
H -9.4324 -3.9876 3.8391 0.2 0.1 -0.1
H -10.3043 -4.1560 2.3481 0.1 0.1 -0.1
H -10.0527 -1.6335 4.0385 0.0 0.0 -0.1
H -11.4900 -2.5380 3.6055 0.1 0.0 0.0
H -10.6695 -1.5828 2.3753 0.0 0.0 0.0
H -6.4079 -2.8732 2.3564 -0.1 0.0 -0.1
H -7.2329 -3.1362 3.8505 -0.2 -0.1 -0.1
H -7.6880 -0.5823 2.2025 0.0 -0.1 0.0
H -6.4049 -0.7689 3.3926 0.0 0.0 -0.1
H -8.0789 -0.8647 3.9088 0.0 0.1 -0.1
C -1.3943 -2.1250 7.4011 0.0 -0.1 -0.1
C -2.8902 -1.9000 7.5882 0.1 -0.1 -0.1
N -3.6454 -1.8925 6.3404 -0.2 0.2 -0.2
C -5.0129 -1.4027 6.4961 0.1 0.2 0.1
C -5.9638 -2.2221 7.3662 -0.3 -0.1 0.0
C -3.4999 -3.0704 5.4913 0.4 0.0 0.0
C -3.8687 -4.4284 6.0881 -0.1 -0.2 -0.1
H -0.9683 -1.3915 6.7118 -0.1 -0.1 0.0
H -0.8815 -2.0218 8.3605 -0.1 0.0 0.0
H -1.1759 -3.1272 7.0234 0.0 0.1 0.0
H -3.0074 -0.9265 8.0763 -0.2 0.0 -0.1
H -3.2743 -2.6503 8.2917 0.0 0.0 0.1
H -5.4646 -1.2707 5.5065 0.2 -0.1 0.0
H -4.9627 -0.3901 6.9151 0.2 -0.1 0.0
H -6.2977 -3.1283 6.8564 0.1 0.0 0.1
H -6.8625 -1.6356 7.5808 0.1 0.0 0.0
H -5.5219 -2.5013 8.3242 0.0 0.0 -0.1
H -2.4590 -3.1217 5.1535 0.0 0.1 0.1
H -4.0715 -2.9250 4.5677 -0.1 0.2 0.2
H -3.4805 -4.5621 7.1003 0.0 0.1 0.0
H -3.4466 -5.2263 5.4709 0.0 0.0 0.0
H -4.9487 -4.5815 6.1067 0.1 0.0 0.1
C 4.7897 3.6687 -2.2672 0.1 0.0 0.1
C 5.4569 4.7672 -3.0872 0.0 -0.1 0.2
N 5.4973 6.0617 -2.4172 -0.1 0.3 -0.1
C 5.8759 7.1590 -3.3044 -0.3 0.0 -0.2
C 7.2816 7.1354 -3.9014 0.3 0.2 0.0
C 6.1196 6.0853 -1.0976 -0.2 -0.2 0.2
C 7.5691 5.6135 -0.9856 0.2 0.1 0.1
H 3.7820 3.9611 -1.9617 0.1 0.0 0.0
H 4.7080 2.7572 -2.8659 0.0 0.0 0.0
H 5.3670 3.4183 -1.3731 -0.1 0.0 0.0
H 4.8803 4.8678 -4.0128 0.1 0.2 0.0
H 6.4601 4.4289 -3.3792 0.1 -0.1 -0.1
H 5.7291 8.1119 -2.7839 0.0 -0.2 0.1
H 5.1587 7.1830 -4.1342 0.0 -0.2 0.1
H 8.0380 7.4111 -3.1638 0.0 -0.1 -0.1
H 7.3500 7.8711 -4.7086 0.0 -0.1 0.0
H 7.5422 6.1638 -4.3248 0.0 0.0 0.0
H 5.5122 5.4730 -0.4223 0.0 0.0 -0.2
H 6.0448 7.0950 -0.6791 -0.1 0.0 -0.3
H 7.7570 4.6954 -1.5470 0.0 0.0 0.0
H 7.8072 5.4076 0.0617 0.0 0.0 0.0
H 8.2700 6.3778 -1.3242 0.0 -0.1 -0.1
```
Positions in Å, forces in eV/Å.

=====

5.
ORCA calculation (wB97M-V/def2-TZVPD) on 3 unconnected molecules or ions with the total composition C3H10O4.

Computed properties:
Energy relative to the best compared isomer or geometry (same formula, charge and spin) (kJ/mol): 18.88
Highest occupied orbital energy (eV): -10.54
Net charge: 0
Total energy (a.u.): -421.27786
HOMO-LUMO gap (Eh): 0.40435

Structure (XYZ):
```
17
Properties=species:S:1:pos:R:3:forces:R:3
C -1.1049 0.5102 -1.8982 -0.9 1.2 -0.5
C -0.9380 0.9192 -0.4428 1.2 -0.9 -0.1
C 0.3273 0.2635 0.1117 0.5 0.7 -0.5
O 1.1591 0.8387 0.7811 -0.6 -0.2 0.3
O 0.5630 -0.9799 -0.3386 -1.1 0.2 0.1
H -0.3580 0.9721 -2.5589 0.1 -0.6 0.3
H -1.1670 -0.5662 -1.9699 0.2 -0.1 -0.3
H -2.0549 0.9360 -2.2595 0.1 -0.3 0.1
H -1.8054 0.5326 0.0955 0.1 0.4 0.3
H -0.7536 1.9872 -0.3257 -0.5 -0.1 0.1
H 1.2682 -1.3098 0.2144 0.7 -0.5 0.1
O 1.0672 -4.0380 0.4131 -0.3 -0.1 0.6
H 0.5904 -4.2913 1.2219 0.3 0.2 -0.4
H 0.6056 -4.5155 -0.2810 0.0 0.0 -0.2
O 0.7250 3.2935 2.4007 0.0 0.0 0.3
H 0.4004 2.5101 1.9476 0.1 -0.1 -0.3
H 1.4755 2.9375 2.8888 0.0 0.2 0.0
```
Positions in Å, forces in eV/Å.

=====

What is the total energy in the fourth record?
-2593.75132 a.u.